Formula: C42H118N4O19
Source: the OMol25 dataset
Level of theory: wB97M-V/def2-TZVPD

```
183
Properties=species:S:1:pos:R:3:forces:R:3
C 0.967 3.336 2.592 -0.05 -0.05 -1.40
O 1.259 1.965 2.433 -0.13 -0.54 0.75
H 0.779 3.735 1.596 -0.05 0.41 -0.16
H 0.011 3.423 3.108 0.34 0.12 0.55
H 1.802 3.906 3.001 -0.23 0.01 0.53
H 1.995 1.839 1.829 0.44 0.14 -0.06
C 3.417 2.309 -2.880 0.78 -0.91 -1.01
O 3.862 3.092 -1.808 -0.51 0.36 0.25
H 2.644 1.563 -2.691 -0.48 0.43 0.47
H 3.159 2.917 -3.747 -0.30 0.27 0.24
H 4.232 1.678 -3.235 0.40 -0.08 -0.10
H 3.581 2.675 -0.990 0.08 -0.21 0.29
C -0.130 1.355 -0.979 0.03 -1.16 0.24
O -0.815 2.618 -0.958 1.07 -0.76 -0.06
H 0.641 1.207 -0.223 -0.19 0.84 0.62
H -0.835 0.541 -0.812 -0.26 0.14 -0.05
H 0.440 1.049 -1.856 -0.41 0.77 -0.78
H -0.725 2.989 -1.838 -0.28 0.22 -0.06
C 0.978 5.976 -0.368 0.07 -1.21 0.23
O 0.626 5.667 -1.698 -0.45 0.80 -0.88
H 0.282 5.473 0.304 -0.25 0.21 0.21
H 1.951 5.547 -0.127 0.30 0.41 0.05
H 0.940 7.052 -0.202 0.11 -0.11 -0.19
H 0.981 4.843 -2.038 0.27 0.04 0.52
C -1.633 -2.165 0.157 -0.14 0.62 -0.75
O -2.506 -1.073 0.519 0.30 -1.57 -0.13
H -2.040 -2.701 -0.700 -0.29 0.33 -0.10
H -0.689 -1.723 -0.160 0.21 -0.28 0.04
H -1.457 -2.950 0.894 -0.12 0.39 0.66
H -1.992 -0.448 1.036 0.10 0.53 0.22
C -5.919 -1.478 0.299 -0.18 -0.46 1.73
O -4.988 -0.968 -0.561 0.25 0.91 -1.94
H -5.472 -2.316 0.833 -0.39 -0.69 -0.07
H -6.142 -0.791 1.115 -0.37 0.47 0.08
H -6.856 -1.745 -0.190 0.22 -0.09 -0.18
H -4.121 -0.963 -0.149 0.42 0.00 0.29
O -2.673 6.850 -5.698 0.01 -0.11 -0.49
H -2.333 6.178 -5.108 0.15 -0.04 0.37
H -3.407 7.239 -5.222 -0.09 0.14 0.20
O -1.374 2.906 -6.020 0.08 -0.13 0.11
H -0.971 2.054 -6.189 0.10 -0.27 -0.04
H -1.144 3.435 -6.783 -0.08 0.31 -0.17
O -1.247 1.047 1.801 -0.65 -0.50 0.12
H -1.122 1.917 1.422 0.03 0.24 -0.35
H -0.776 1.078 2.634 0.69 0.25 0.11
O -0.998 8.279 -2.874 -0.25 0.27 0.07
H -0.578 7.503 -2.501 0.13 -0.56 0.10
H -0.295 8.731 -3.341 0.12 0.12 -0.14
O -3.138 -0.685 -5.789 0.15 -0.32 -0.97
H -3.259 -0.410 -4.880 -0.30 0.16 0.84
H -2.301 -0.300 -6.047 0.13 -0.05 -0.11
O -2.736 5.558 -2.254 -0.07 0.11 -0.27
H -2.752 4.654 -1.938 0.12 -0.41 0.07
H -3.113 6.069 -1.537 -0.08 0.28 0.14
O 3.789 1.407 0.936 -0.52 0.82 0.19
H 4.726 1.603 0.934 0.23 0.09 0.03
H 3.738 0.479 0.706 0.12 -0.56 -0.11
O -3.443 0.466 -3.387 0.11 -0.73 0.12
H -3.980 0.492 -2.594 -0.23 -0.31 0.32
H -3.373 1.381 -3.659 -0.04 0.69 0.12
O -2.865 3.052 -3.680 -0.13 0.01 0.57
H -2.391 2.872 -4.492 0.46 0.24 -0.65
H -3.448 3.780 -3.898 -0.22 0.31 -0.03
C 1.461 -4.514 -5.330 -0.54 1.36 -0.69
C 2.775 -3.713 -5.219 0.64 -0.10 -0.95
C 3.541 -4.229 -4.029 0.47 -2.02 0.80
C 4.192 -5.632 -4.309 -0.21 0.72 0.55
C 5.118 -5.643 -5.445 0.63 1.85 -1.95
C 4.456 -5.037 -6.736 -1.01 -1.78 -0.43
N 3.667 -3.826 -6.410 2.21 -0.81 2.64
O 2.988 -3.400 -7.489 -1.12 0.66 -2.33
C 5.633 -4.705 -7.669 -0.50 1.03 -0.37
C 3.569 -6.153 -7.426 0.66 0.77 0.99
C 2.566 -2.164 -5.075 -1.25 -0.97 1.05
H 1.091 -4.416 -6.350 -0.14 0.05 -0.04
H 0.771 -3.956 -4.697 -0.38 -0.38 0.12
H 1.419 -5.578 -5.095 0.55 0.18 0.31
H 4.188 -3.469 -3.591 0.51 -0.19 -0.23
H 2.917 -4.604 -3.219 -0.83 1.03 0.09
H 3.398 -6.337 -4.556 -0.29 0.02 0.19
H 4.661 -6.030 -3.409 0.03 0.16 0.18
H 5.612 -6.601 -5.611 -0.31 -0.11 -0.34
H 5.920 -4.906 -5.419 0.40 -0.09 1.30
H 5.290 -4.257 -8.602 -0.21 -0.42 -0.30
H 6.260 -3.905 -7.276 0.11 -0.12 0.53
H 6.271 -5.561 -7.890 -0.22 -0.10 0.05
H 3.138 -5.892 -8.393 0.55 0.01 -0.11
H 4.288 -6.973 -7.421 -0.56 -0.48 -0.66
H 2.708 -6.396 -6.803 0.17 -0.19 0.19
H 3.527 -1.652 -5.022 -0.15 -0.01 -0.13
H 2.001 -2.036 -4.151 0.45 0.05 0.77
H 1.829 -1.662 -5.702 0.52 -0.37 -0.99
H 3.534 -2.693 -7.842 -0.16 0.23 -0.23
C -6.555 5.884 4.947 -0.60 0.84 1.35
C -5.429 5.537 4.023 0.66 0.33 1.29
C -4.246 5.200 4.954 1.66 1.41 -1.44
C -3.041 4.492 4.217 -1.62 0.89 1.42
C -3.538 3.238 3.575 -0.02 0.17 -0.62
C -4.788 3.467 2.644 0.81 -1.42 1.52
N -5.766 4.309 3.379 0.56 -1.70 -0.58
O -7.003 4.403 2.703 0.09 0.06 -0.32
C -4.296 4.045 1.310 -1.85 -0.26 -1.79
C -5.367 1.952 2.493 0.17 1.62 -1.00
C -5.182 6.797 3.127 -0.37 -1.44 -0.37
H -6.188 6.476 5.786 0.30 1.07 -0.45
H -6.915 5.107 5.622 -0.47 -0.90 -0.93
H -7.332 6.428 4.409 -0.30 -0.20 0.38
H -3.834 6.178 5.203 -0.03 0.25 0.37
H -4.550 4.783 5.915 -0.05 -0.65 -0.34
H -2.323 4.347 5.024 0.41 -0.38 -0.34
H -2.607 5.157 3.470 -0.03 0.23 0.08
H -3.723 2.496 4.352 -0.17 -0.13 -0.18
H -2.756 2.895 2.897 -0.03 -0.57 0.10
H -4.045 3.303 0.552 0.70 -0.59 0.49
H -5.193 4.384 0.793 -0.41 0.54 0.12
H -3.600 4.872 1.167 0.26 -0.06 1.03
H -4.765 1.436 1.745 0.24 0.00 0.04
H -5.339 1.351 3.401 0.01 0.47 0.19
H -6.375 1.942 2.079 -0.09 0.18 0.13
H -6.019 6.823 2.429 0.04 -0.06 -0.28
H -4.267 6.614 2.564 0.08 0.59 -0.01
H -5.235 7.758 3.639 0.50 -0.25 0.32
H -7.581 4.014 3.364 -0.39 -0.08 -0.17
C 6.626 -0.591 0.408 0.93 0.37 -1.18
C 5.871 -1.893 0.141 -0.92 0.47 -0.24
C 6.202 -2.797 1.364 -0.98 -0.90 -0.23
C 5.111 -3.822 1.813 -1.09 1.22 -2.17
C 3.762 -3.054 1.692 -0.82 0.47 1.13
C 3.304 -2.288 0.422 -0.25 0.66 -0.08
N 4.452 -1.413 0.050 -0.38 -1.07 3.68
O 4.260 -0.504 -0.964 -0.30 -0.89 -1.21
C 2.837 -3.265 -0.663 0.88 0.58 -1.26
C 2.005 -1.441 0.867 1.05 -0.47 0.25
C 6.250 -2.614 -1.177 -0.58 -0.07 0.83
H 6.263 -0.062 1.289 0.07 -0.44 0.22
H 6.533 0.119 -0.414 -0.22 -0.09 -0.20
H 7.701 -0.761 0.459 0.09 -0.13 0.40
H 7.078 -3.371 1.064 0.34 0.31 0.33
H 6.432 -2.103 2.173 0.06 -0.40 0.25
H 5.342 -4.324 2.753 -0.32 0.62 0.29
H 4.948 -4.652 1.126 0.78 -0.15 -0.45
H 3.740 -2.277 2.457 0.01 -0.04 0.34
H 2.871 -3.663 1.838 0.23 -0.51 0.62
H 3.663 -3.913 -0.956 -0.29 -0.74 0.51
H 1.879 -3.764 -0.515 0.31 -0.24 0.52
H 2.697 -2.767 -1.622 -0.27 0.63 -0.07
H 1.548 -0.738 0.170 0.44 -0.24 -0.58
H 1.217 -2.140 1.147 0.07 -0.19 -0.10
H 2.185 -0.857 1.770 0.36 0.02 0.07
H 7.215 -3.096 -1.021 0.27 0.48 -0.76
H 6.102 -1.962 -2.038 0.88 0.08 -0.08
H 5.555 -3.432 -1.365 -0.06 -0.17 0.27
H 4.258 -1.140 -1.682 -0.29 0.68 -1.41
C -3.673 -2.462 3.425 -0.39 1.38 -0.48
C -2.769 -2.572 4.625 -0.22 0.18 2.25
C -2.452 -4.111 4.652 0.49 2.01 -0.01
C -1.453 -4.429 5.694 1.04 -0.31 1.09
C -0.128 -3.681 5.421 -0.31 -1.52 -0.51
C -0.219 -2.169 5.248 -0.99 0.40 0.10
N -1.467 -1.817 4.465 -0.06 -2.37 -0.98
O -1.658 -0.444 4.340 -0.13 0.69 0.98
C -0.252 -1.643 6.699 0.06 1.95 0.15
C 1.012 -1.700 4.395 -0.15 0.38 0.42
C -3.579 -2.086 5.945 0.96 -0.65 -1.48
H -4.595 -3.023 3.582 0.19 -0.39 0.01
H -3.175 -2.754 2.501 -0.06 -0.23 0.07
H -4.040 -1.450 3.258 0.20 0.31 0.03
H -3.354 -4.713 4.759 -0.03 0.19 -0.41
H -1.946 -4.150 3.687 -0.27 -1.05 -0.31
H -1.266 -5.500 5.776 0.31 -0.21 -0.51
H -1.839 -4.267 6.700 -0.11 0.69 0.14
H 0.325 -4.150 4.548 -0.27 0.11 -0.60
H 0.604 -3.981 6.171 -0.01 0.60 0.44
H -0.589 -0.610 6.787 0.17 0.49 -0.73
H -0.974 -2.045 7.409 0.33 -1.13 -0.31
H 0.748 -1.597 7.129 0.05 -0.48 0.10
H 1.833 -2.405 4.525 0.05 -0.02 0.01
H 0.805 -1.603 3.329 -0.50 -0.65 0.08
H 1.412 -0.704 4.586 -0.19 0.12 0.72
H -2.904 -1.951 6.789 -0.15 -0.16 -0.07
H -4.311 -2.864 6.159 -0.13 0.13 0.20
H -4.080 -1.135 5.761 0.00 -0.06 -0.09
H -1.616 -0.219 3.407 -0.22 -0.55 -0.17
```
Forces are in eV/Å.

LUMO energy in hartree: -0.006
Energy above the lowest of the compared OMol25 structures with the same formula, charge and spin in eV: 2.004
Charge: 0
HOMO level in eV: -8.1